{"formula": "C54H84CdF15O34", "method": "the ωB97M-V functional and the def2-TZVPD basis", "total_charge": -1, "homo_ev": -6.9, "total_energy_ev": -172302.491, "spin_multiplicity": 1, "max_force_ev_per_a": 5.6, "lumo_ha": 0.0596, "homo_lumo_gap_ev": 8.519, "species": ["Cd", "C", "O", "O", "C", "F", "F", "F", "C", "C", "H", "H", "H", "H", "H", "H", "C", "O", "O", "C", "F", "F", "F", "C", "C", "H", "H", "H", "H", "H", "H", "C", "O", "O", "C", "F", "F", "F", "C", "C", "H", "H", "H", "H", "H", "H", "C", "O", "C", "C", "O", "C", "C", "O", "C", "H", "H", "H", "H", "H", "H", "H", "H", "H", "H", "H", "H", "H", "H", "C", "C", "O", "C", "O", "C", "F", "F", "F", "H", "H", "H", "H", "H", "C", "C", "O", "C", "O", "C", "F", "F", "F", "H", "H", "H", "H", "H", "C", "C", "C", "O", "C", "O", "O", "H", "H", "H", "H", "H", "H", "C", "C", "C", "O", "C", "O", "O", "H", "H", "H", "H", "H", "H", "C", "C", "C", "O", "C", "O", "O", "H", "H", "H", "H", "H", "H", "C", "C", "C", "O", "C", "O", "O", "H", "H", "H", "H", "H", "H", "C", "C", "C", "O", "C", "O", "O", "H", "H", "H", "H", "H", "H", "C", "C", "C", "O", "C", "O", "O", "H", "H", "H", "H", "H", "H", "C", "C", "C", "O", "C", "O", "O", "H", "H", "H", "H", "H", "H"], "positions_angstrom": [[2.486, -0.727, -0.936], [3.136, -0.332, -3.602], [3.494, -1.366, -2.660], [2.335, 0.432, -2.707], [4.281, 0.324, -4.335], [5.269, 0.679, -3.504], [4.878, -0.432, -5.252], [3.996, 1.441, -4.986], [4.329, -2.485, -3.078], [4.388, -3.465, -1.868], [5.026, -3.015, -1.108], [3.377, -3.535, -1.465], [4.724, -4.468, -2.131], [5.272, -2.160, -3.518], [3.784, -3.009, -3.863], [2.493, -0.837, -4.324], [-0.074, -1.369, -0.091], [0.575, -0.056, -0.192], [0.901, -2.102, -0.703], [-0.663, -1.738, 1.330], [-1.106, -2.976, 1.362], [0.224, -1.640, 2.317], [-1.654, -0.958, 1.730], [-0.184, 1.069, 0.305], [0.805, 2.271, 0.073], [1.746, 2.134, 0.606], [1.088, 2.342, -0.978], [0.301, 3.165, 0.439], [-0.463, 0.988, 1.355], [-1.093, 1.168, -0.288], [-0.989, -1.368, -0.683], [4.782, -0.092, 0.796], [4.322, 0.895, -0.047], [3.673, -0.967, 0.775], [6.195, -0.499, 0.423], [6.617, -1.611, 1.110], [6.361, -0.759, -0.878], [7.036, 0.486, 0.680], [4.652, 2.228, 0.245], [4.588, 3.110, -1.053], [3.848, 2.673, -1.723], [4.165, 4.114, -1.002], [5.557, 3.108, -1.552], [5.622, 2.401, 0.712], [3.826, 2.537, 0.885], [4.906, 0.376, 1.772], [-7.948, 2.933, -1.188], [-6.652, 3.054, -1.728], [-5.637, 2.523, -0.920], [-5.465, 0.996, -1.106], [-4.849, 0.808, -2.353], [-4.767, -0.515, -2.854], [-3.935, -1.555, -2.002], [-4.730, -2.068, -0.920], [-4.324, -3.252, -0.294], [-8.167, 3.598, -0.353], [-8.218, 1.960, -0.777], [-8.643, 3.119, -2.007], [-5.656, 2.740, 0.148], [-4.698, 3.047, -1.098], [-6.442, 0.519, -1.034], [-4.734, 0.686, -0.359], [-4.274, -0.485, -3.825], [-5.722, -0.926, -3.181], [-3.093, -1.085, -1.495], [-3.581, -2.387, -2.610], [-3.661, -3.086, 0.555], [-3.798, -3.917, -0.979], [-5.203, -3.742, 0.125], [-1.530, -6.224, 0.686], [-2.797, -6.324, 1.515], [-2.842, -5.273, 2.495], [-2.573, -5.493, 3.774], [-2.026, -6.534, 4.230], [-2.841, -4.283, 4.740], [-3.403, -3.253, 4.085], [-3.577, -4.732, 5.748], [-1.653, -3.833, 5.223], [-0.629, -5.913, 1.214], [-1.575, -5.590, -0.199], [-1.388, -7.236, 0.308], [-2.840, -7.331, 1.930], [-3.709, -6.197, 0.931], [2.050, -4.269, 1.895], [1.823, -4.723, 3.364], [3.049, -5.345, 3.827], [3.220, -6.689, 3.877], [2.437, -7.531, 3.479], [4.542, -7.033, 4.487], [5.137, -7.831, 3.617], [5.327, -5.971, 4.786], [4.329, -7.750, 5.553], [2.779, -3.460, 1.853], [1.133, -3.839, 1.494], [2.326, -5.003, 1.138], [1.028, -5.463, 3.457], [1.496, -3.907, 4.009], [-1.013, 3.460, 3.295], [-2.207, 4.352, 2.929], [-2.634, 4.429, 1.484], [-3.984, 4.027, 1.531], [-4.377, 3.872, 2.780], [-5.569, 3.630, 3.061], [-3.346, 3.873, 3.587], [-1.295, 2.426, 3.098], [-0.666, 3.554, 4.324], [-0.164, 3.577, 2.621], [-1.862, 5.289, 3.368], [-2.078, 3.686, 0.913], [-2.554, 5.447, 1.104], [1.015, 7.338, 2.083], [1.938, 6.380, 1.207], [3.086, 7.041, 0.535], [4.126, 6.155, 0.768], [3.835, 5.344, 1.860], [4.594, 4.616, 2.473], [2.557, 5.438, 2.091], [0.334, 7.965, 1.508], [1.665, 7.896, 2.758], [0.423, 6.647, 2.683], [1.387, 5.833, 0.442], [3.360, 8.031, 0.901], [2.843, 7.049, -0.527], [1.110, -5.627, -2.184], [0.180, -5.144, -3.343], [-0.943, -4.226, -2.919], [-0.999, -3.228, -3.933], [0.119, -3.348, -4.659], [0.338, -2.654, -5.645], [0.895, -4.324, -4.133], [0.609, -6.235, -1.431], [1.604, -4.812, -1.656], [1.867, -6.219, -2.699], [-0.261, -5.961, -3.914], [-0.858, -3.667, -1.987], [-1.917, -4.713, -2.882], [0.102, 1.078, -5.462], [-1.228, 1.458, -4.609], [-1.394, 0.904, -3.216], [-1.841, 2.044, -2.445], [-1.669, 3.120, -3.121], [-1.827, 4.257, -2.635], [-1.231, 2.862, -4.337], [0.254, -0.001, -5.494], [1.007, 1.517, -5.040], [0.026, 1.368, -6.510], [-2.067, 1.212, -5.261], [-0.436, 0.535, -2.852], [-2.017, 0.011, -3.265], [2.627, 1.882, 3.543], [1.983, 0.491, 3.553], [2.642, -0.577, 4.332], [1.620, -0.954, 5.227], [0.449, -0.278, 4.981], [-0.608, -0.499, 5.589], [0.697, 0.617, 4.067], [2.182, 2.528, 2.785], [3.696, 1.832, 3.336], [2.596, 2.455, 4.469], [1.896, 0.120, 2.532], [3.437, -0.120, 4.920], [2.953, -1.380, 3.663], [-4.038, 0.323, 3.912], [-4.756, -0.047, 2.617], [-5.512, -1.400, 2.715], [-6.855, -1.088, 2.463], [-6.973, 0.245, 2.265], [-8.034, 0.822, 2.027], [-5.784, 0.865, 2.388], [-3.190, -0.358, 3.986], [-4.653, 0.416, 4.807], [-3.614, 1.315, 3.751], [-4.117, 0.077, 1.743], [-5.441, -1.835, 3.712], [-5.096, -2.171, 2.067], [2.547, 3.830, -6.177], [1.951, 4.470, -4.969], [2.042, 3.804, -3.655], [2.500, 4.790, -2.807], [2.996, 5.781, -3.472], [3.406, 6.773, -2.901], [2.801, 5.581, -4.759], [3.618, 3.728, -5.997], [2.409, 4.460, -7.055], [2.096, 2.854, -6.356], [0.956, 4.794, -5.271], [2.737, 2.970, -3.551], [1.069, 3.407, -3.365]], "mulliken_charge": [3.591, 0.490, -0.218, -1.591, 0.252, -0.197, -0.325, -0.148, -0.626, -0.554, 0.047, -0.272, 0.497, 0.318, 0.318, 0.120, 2.492, 0.042, -1.818, -0.467, 0.025, -0.045, 0.086, 0.758, 0.455, -1.079, -0.581, 0.216, 0.342, -0.362, -0.696, 0.327, -0.516, -0.843, 0.310, -0.322, -0.171, -0.271, 0.602, -0.435, -0.547, 0.119, 0.404, 0.680, -1.041, -0.039, -0.721, -0.450, -0.361, 0.930, -0.346, -1.325, 0.246, -0.420, -0.615, 0.286, 0.285, 0.291, 0.285, 0.113, 0.456, -0.737, 0.504, 0.436, -0.003, 0.448, -0.065, 0.324, 0.496, -0.391, -0.780, -0.091, 0.326, -0.632, 0.963, -0.202, -0.263, -0.230, 0.052, -0.070, 0.549, 0.459, 0.347, -0.484, -0.119, -0.293, 0.386, -0.566, 0.859, -0.263, -0.236, -0.260, 0.412, -0.575, 0.489, 0.357, 0.174, -0.380, 0.476, 0.229, -0.229, 0.648, -0.622, -0.384, -0.231, 0.621, -0.221, 0.077, -0.139, 0.194, -1.416, 0.773, -0.097, -0.333, 0.668, -0.586, -0.309, 0.377, 0.402, 0.202, -0.021, 0.246, 0.128, -0.884, 0.553, 0.704, -0.352, 0.478, -0.645, -0.283, 0.286, -0.230, 0.510, 0.297, -0.829, 0.373, -0.268, 0.284, 1.051, 0.415, 0.281, -0.692, -0.374, 0.072, -0.525, 0.603, 0.347, -0.812, -0.561, -1.586, 2.773, -0.136, -0.399, 0.370, -0.644, 0.020, -0.215, 0.345, 0.541, -1.485, 0.428, 0.030, -1.190, 1.987, 0.412, -0.407, 0.418, -0.615, -0.278, 0.386, 0.516, -0.422, -0.532, 0.161, -0.312, -1.372, 0.964, 1.429, 0.078, 0.341, -0.671, -0.409, 0.352, 0.435, 0.184, 0.265, -1.056, -0.879]}



{"formula": "C55H104BF7N11O5", "method": "the ωB97M-V functional and the def2-TZVPD basis", "total_charge": 5, "homo_ev": -16.5, "de_lowest_kj_mol": 0.00, "total_energy_ev": -105000.805, "spin_multiplicity": 1, "max_force_ev_per_a": 5.5, "lumo_ha": -0.4442, "homo_lumo_gap_ev": 4.457, "species": ["C", "O", "O", "C", "F", "F", "F", "C", "C", "H", "H", "H", "H", "H", "H", "C", "C", "C", "C", "C", "C", "N", "O", "C", "C", "C", "H", "H", "H", "H", "H", "H", "H", "H", "H", "H", "H", "H", "H", "H", "H", "H", "H", "H", "C", "C", "C", "C", "C", "C", "N", "O", "C", "C", "C", "H", "H", "H", "H", "H", "H", "H", "H", "H", "H", "H", "H", "H", "H", "H", "H", "H", "H", "C", "C", "C", "C", "C", "C", "N", "O", "C", "C", "C", "H", "H", "H", "H", "H", "H", "H", "H", "H", "H", "H", "H", "H", "H", "H", "H", "H", "H", "C", "C", "N", "C", "C", "N", "C", "C", "H", "H", "H", "H", "H", "H", "H", "H", "H", "H", "H", "C", "C", "N", "C", "C", "N", "C", "C", "H", "H", "H", "H", "H", "H", "H", "H", "H", "H", "H", "C", "C", "N", "C", "C", "N", "C", "C", "H", "H", "H", "H", "H", "H", "H", "H", "H", "H", "H", "C", "C", "N", "C", "C", "N", "C", "C", "H", "H", "H", "H", "H", "H", "H", "H", "H", "H", "H", "B", "F", "F", "F", "F"], "positions_angstrom": [[-14.951, 13.619, -8.090], [-14.852, 14.513, -9.190], [-16.229, 13.147, -7.990], [-13.694, 12.731, -7.947], [-12.585, 13.497, -7.909], [-13.648, 12.064, -6.776], [-13.501, 11.835, -8.941], [-14.391, 15.863, -8.951], [-14.282, 16.504, -10.321], [-13.591, 17.346, -10.347], [-13.944, 15.884, -11.158], [-15.270, 16.797, -10.686], [-13.426, 15.879, -8.441], [-15.061, 16.495, -8.368], [-14.857, 14.204, -7.157], [-19.455, 18.481, -11.138], [-19.040, 17.223, -10.328], [-18.272, 17.748, -9.092], [-17.916, 16.639, -8.102], [-19.225, 16.103, -7.518], [-20.189, 15.613, -8.640], [-20.274, 16.533, -9.824], [-21.250, 16.442, -10.527], [-21.592, 15.679, -7.958], [-19.878, 14.206, -9.129], [-18.233, 16.286, -11.216], [-20.450, 18.827, -10.851], [-19.655, 18.297, -12.196], [-18.715, 19.272, -11.050], [-18.813, 18.523, -8.545], [-17.336, 18.232, -9.379], [-17.146, 16.948, -7.397], [-17.443, 15.855, -8.703], [-19.649, 16.919, -6.928], [-19.066, 15.333, -6.764], [-21.888, 16.703, -7.724], [-21.836, 15.121, -7.056], [-22.357, 15.361, -8.670], [-20.270, 13.502, -8.397], [-18.803, 14.003, -9.172], [-20.181, 13.943, -10.143], [-18.722, 15.838, -12.085], [-17.771, 15.442, -10.704], [-17.468, 16.858, -11.744], [-13.410, 15.690, -5.449], [-12.612, 16.226, -4.271], [-13.349, 15.909, -2.999], [-13.303, 14.437, -2.626], [-11.830, 14.183, -2.284], [-10.874, 14.323, -3.502], [-11.149, 15.591, -4.255], [-10.524, 15.687, -5.299], [-10.936, 13.088, -4.425], [-9.446, 14.458, -2.871], [-12.366, 17.745, -4.402], [-13.383, 14.601, -5.517], [-13.072, 16.067, -6.413], [-14.445, 16.005, -5.326], [-14.395, 16.215, -3.017], [-12.941, 16.366, -2.095], [-13.762, 13.738, -3.333], [-13.965, 14.166, -1.799], [-11.801, 13.139, -1.958], [-11.439, 14.667, -1.389], [-10.498, 12.161, -4.060], [-10.513, 13.306, -5.404], [-11.979, 12.817, -4.609], [-9.279, 13.760, -2.049], [-9.261, 15.424, -2.399], [-8.622, 14.205, -3.538], [-13.245, 18.238, -3.987], [-12.273, 18.057, -5.439], [-11.558, 18.114, -3.769], [-6.833, 16.423, -9.015], [-7.792, 16.693, -10.190], [-8.919, 15.603, -10.206], [-10.093, 15.775, -9.246], [-10.607, 17.239, -9.344], [-9.571, 18.333, -9.163], [-8.489, 18.020, -10.134], [-7.799, 18.912, -10.586], [-9.021, 18.334, -7.737], [-10.112, 19.724, -9.551], [-7.062, 16.598, -11.542], [-6.206, 17.277, -8.757], [-6.158, 15.625, -9.327], [-7.206, 16.021, -8.074], [-8.479, 14.622, -10.019], [-9.359, 15.480, -11.199], [-9.869, 15.420, -8.238], [-10.948, 15.152, -9.516], [-11.443, 17.486, -8.690], [-11.044, 17.354, -10.342], [-9.858, 18.505, -7.055], [-8.287, 19.102, -7.498], [-8.659, 17.383, -7.348], [-10.971, 20.078, -8.984], [-10.342, 19.735, -10.617], [-9.339, 20.461, -9.333], [-6.319, 17.381, -11.689], [-7.669, 16.666, -12.446], [-6.522, 15.653, -11.601], [-14.699, 19.743, -11.679], [-15.142, 18.800, -12.831], [-14.974, 19.455, -14.153], [-13.772, 19.802, -14.750], [-14.082, 20.439, -15.920], [-15.427, 20.256, -16.148], [-15.948, 19.721, -15.042], [-16.199, 20.653, -17.318], [-13.612, 19.768, -11.582], [-15.076, 19.325, -10.746], [-14.969, 20.790, -11.806], [-16.195, 18.551, -12.702], [-14.637, 17.838, -12.915], [-12.894, 19.731, -14.129], [-13.447, 20.902, -16.657], [-16.979, 19.432, -14.919], [-15.793, 20.070, -18.151], [-16.067, 21.679, -17.649], [-17.197, 20.223, -17.272], [-13.166, 13.428, -12.208], [-13.200, 14.176, -13.525], [-12.046, 13.840, -14.366], [-11.686, 12.626, -14.903], [-10.420, 12.708, -15.381], [-10.111, 14.060, -15.376], [-11.113, 14.704, -14.767], [-8.937, 14.709, -15.947], [-12.221, 13.697, -11.734], [-13.158, 12.346, -12.352], [-14.082, 13.651, -11.663], [-13.369, 15.243, -13.385], [-14.078, 13.833, -14.080], [-12.397, 11.846, -14.679], [-9.783, 12.028, -15.923], [-11.184, 15.763, -14.579], [-8.503, 15.434, -15.263], [-9.159, 15.178, -16.906], [-8.184, 13.969, -16.215], [-14.939, 9.828, -10.841], [-16.333, 10.432, -10.576], [-16.712, 11.368, -11.613], [-16.960, 12.703, -11.405], [-17.117, 13.277, -12.607], [-17.130, 12.261, -13.567], [-16.909, 11.103, -12.928], [-17.490, 12.388, -14.974], [-14.651, 9.168, -10.025], [-14.231, 10.656, -10.855], [-14.865, 9.322, -11.804], [-16.142, 11.062, -9.701], [-17.113, 9.760, -10.222], [-16.895, 13.160, -10.423], [-17.312, 14.297, -12.884], [-16.691, 10.163, -13.409], [-17.942, 13.371, -15.096], [-18.127, 11.575, -15.307], [-16.570, 12.448, -15.557], [-15.167, 9.921, -0.871], [-14.791, 11.319, -1.347], [-15.436, 11.726, -2.611], [-14.973, 11.360, -3.859], [-15.808, 11.935, -4.773], [-16.683, 12.750, -4.060], [-16.461, 12.542, -2.768], [-17.692, 13.670, -4.583], [-14.645, 9.703, 0.061], [-14.793, 9.229, -1.626], [-16.218, 9.717, -0.677], [-13.709, 11.404, -1.437], [-15.077, 12.046, -0.585], [-14.053, 10.820, -4.010], [-15.805, 11.848, -5.849], [-17.003, 12.993, -1.951], [-17.926, 13.410, -5.613], [-17.248, 14.650, -4.419], [-18.648, 13.580, -4.068], [-14.584, 19.220, -7.360], [-14.788, 20.564, -7.220], [-15.560, 18.654, -8.242], [-13.345, 19.018, -8.009], [-14.636, 18.477, -6.184]], "mulliken_charge": [0.658, 0.670, -1.058, -0.133, 0.020, -0.246, -0.187, 1.993, 0.548, 0.232, -0.475, -0.793, -1.316, -0.296, -0.323, -1.789, 1.854, -1.528, 1.041, -1.494, 1.457, 0.870, -0.295, -1.694, -1.392, -1.213, 0.430, 0.436, 0.396, 0.558, 0.132, 0.583, -1.132, 0.582, 0.069, 0.457, 0.389, 0.500, 0.485, 0.139, 0.314, 0.679, 0.057, 0.065, -1.327, 1.929, -1.572, 0.740, -1.814, 1.696, 0.450, -0.099, -1.523, -1.724, -1.543, 0.199, -0.206, 0.586, 0.689, 0.424, -0.806, 0.618, 0.510, 0.432, 0.445, 0.373, 0.101, 0.438, 0.491, 0.366, 0.422, -0.023, 0.544, -1.507, 1.442, -1.540, 0.567, -0.890, 1.685, 0.937, -0.362, -1.749, -1.622, -1.938, 0.404, 0.465, 0.247, 0.546, 0.286, 0.004, -0.132, 0.123, 0.347, 0.399, 0.412, 0.269, 0.261, 0.438, 0.476, 0.481, 0.459, 0.444, -0.792, 0.682, 0.404, -0.382, -0.574, 0.105, -0.056, -0.839, 0.219, 0.004, 0.507, -0.428, -0.278, 0.543, 0.450, 0.374, 0.406, 0.354, 0.294, -0.226, -0.280, 0.345, -0.289, -0.521, 0.141, -0.318, -0.716, 0.083, 0.670, -0.295, -0.110, 0.192, 0.465, 0.444, 0.525, 0.231, 0.353, 0.340, -1.029, 0.095, 0.309, 0.116, -0.657, 0.219, -0.292, -0.854, 0.397, 0.098, 0.384, -0.191, 0.397, 0.006, 0.504, 0.426, 0.314, 0.368, 0.322, -1.306, -0.326, 0.354, -0.961, -0.328, 0.246, -0.132, -0.951, 0.420, 0.346, 0.363, 0.081, 0.439, 0.510, 0.751, 0.481, 0.255, 0.382, 0.397, -0.279, -0.275, 0.002, -0.145, -0.299]}